[1]
ORCA calculation (ωB97M-V with the def2-TZVPD basis set) on a 21-piece molecular cluster, H42O21 overall in a non-equilibrium geometry.

Summary:
LUMO energy, eV: -0.505
DFT total energy, hartree: -1605.1538
Orbital gap, eV: 10.63
Spin multiplicity: 1
Relative energy (zero: lowest compared OMol25 entry of this formula, charge and spin), kcal/mol: 169.6
Largest force on an atom, hartree/bohr: 0.0354
Total charge: 0
HOMO level, eV: -11.1351

Cartesian coordinates (Å):
O: -1.95858 0.89223 -2.50628
H: -2.46159 0.65595 -3.29433
H: -2.62229 1.32950 -1.95667
O: -1.60054 -0.86033 -4.41602
H: -0.69577 -1.20010 -4.49114
H: -1.74449 -1.27920 -3.53891
O: -3.03145 -2.13283 -2.31450
H: -2.98435 -1.46122 -1.62418
H: -2.51222 -2.83330 -1.94970
O: -1.63994 0.27593 3.43876
H: -1.36057 0.69178 2.61399
H: -2.53352 -0.05898 3.37961
O: 4.98262 -1.13670 -1.24588
H: 4.16899 -1.58606 -1.49810
H: 4.56519 -0.68710 -0.48364
O: -4.61824 2.25157 0.74757
H: -4.67234 1.44277 0.22956
H: -4.45245 2.21118 1.68678
O: 2.33411 2.89510 -2.00930
H: 1.52593 3.06184 -1.52458
H: 2.13481 2.94372 -2.94878
O: -0.02101 -4.08694 -0.02768
H: 0.39196 -3.45009 -0.61399
H: 0.46061 -4.11268 0.79983
O: 3.40954 -3.19033 1.43090
H: 4.20019 -2.79057 1.03445
H: 2.96825 -2.35863 1.62976
O: -4.35172 -0.24656 -0.44960
H: -4.98546 -0.66051 -1.03966
H: -3.45081 -0.33953 -0.72602
O: -1.25427 1.61112 1.09784
H: -2.17586 1.75324 0.87035
H: -0.66962 1.03288 0.61039
O: 0.93797 -0.77076 0.13230
H: 1.33395 -0.37183 -0.62349
H: 1.00759 -1.71518 -0.02326
O: 4.46601 -0.16442 1.41047
H: 4.43457 0.79024 1.27062
H: 3.52922 -0.37013 1.37007
O: -0.17000 3.69719 2.07305
H: -0.85140 3.63377 1.38035
H: -0.28098 4.57479 2.45364
O: -2.14041 3.93947 0.30271
H: -1.32582 4.39775 0.06253
H: -2.87132 4.52247 0.07263
O: -0.15813 -2.59617 1.93622
H: 0.47491 -2.09338 2.45876
H: -0.91232 -2.80696 2.48823
O: 2.26617 1.60617 1.95489
H: 1.86014 2.00266 2.73208
H: 1.57872 1.06788 1.55399
O: -1.84214 -1.91975 0.09026
H: -1.13251 -2.56563 -0.12338
H: -1.37640 -1.23009 0.57011
O: 2.32430 -1.99445 -4.05200
H: 1.95677 -1.66701 -3.24206
H: 3.15046 -2.32779 -3.67908
O: 1.20226 0.87399 4.62697
H: 0.92562 -0.02570 4.84583
H: 0.32888 1.20432 4.39057
O: 2.16698 0.20460 -2.36989
H: 2.25702 1.09037 -1.94239
H: 1.51477 0.43639 -3.03154

[2]
ORCA calculation (ωB97M-V with the def2-TZVPD basis set) on one molecule with the formula C3H3F2N3 in a non-equilibrium geometry.

Summary:
LUMO energy, eV: 0.501
SMILES: FCc1nn[nH]c1F
DFT total energy, hartree: -479.9794
Orbital gap, eV: 10.63
Spin multiplicity: 1
Relative energy (zero: lowest compared OMol25 entry of this formula, charge and spin), kcal/mol: 57.7
Largest force on an atom, hartree/bohr: 0.0792
Total charge: 0
HOMO level, eV: -10.1298

Cartesian coordinates (Å):
F: 1.46163 1.37977 1.49459
C: 1.79923 -0.01661 0.97640
C: 0.59977 -0.23192 -0.18506
N: 0.49951 0.27623 -1.39733
N: -0.69846 0.42508 -1.91246
N: -1.52677 -0.15060 -0.95116
C: -0.74282 -0.44882 0.08207
F: -1.43512 -1.17940 1.07324
H: 1.53591 -0.77494 1.90179
H: 2.89323 -0.02579 0.49578
H: -2.52485 -0.67350 -0.92186

[3]
ORCA calculation (ωB97M-V with the def2-TZVPD basis set) on one molecule with the formula C4H12N2S in a non-equilibrium geometry.

Summary:
LUMO energy, eV: 0.850
SMILES: CN[C@H](CN)CS
DFT total energy, hartree: -667.2381
Orbital gap, eV: 9.02
Spin multiplicity: 1
Relative energy (zero: lowest compared OMol25 entry of this formula, charge and spin), kcal/mol: 35.6
Largest force on an atom, hartree/bohr: 0.0699
Total charge: 0
HOMO level, eV: -8.1748

Cartesian coordinates (Å):
C: 0.59131 0.03235 -3.00192
N: 0.51272 0.84004 -1.70351
C: 0.00932 0.53203 -0.36147
C: 1.09638 0.99050 0.64582
N: 0.61451 1.24902 1.98765
C: -0.43983 -0.93456 -0.34259
S: -1.20744 -1.23466 1.36285
H: 1.46757 -0.57785 -2.85954
H: -0.26593 -0.62066 -3.12946
H: 0.51853 0.65897 -3.86938
H: 0.88673 1.78749 -1.71608
H: -0.89711 1.13366 -0.20290
H: 1.68787 1.74717 0.18348
H: 1.80239 0.11409 0.71855
H: 1.25644 1.17525 2.74195
H: -0.28029 0.88179 2.23197
H: -1.26094 -1.26276 -1.03693
H: 0.38413 -1.63865 -0.51737
H: -1.40062 -2.53765 1.11711

[4]
ORCA calculation (ωB97M-V with the def2-TZVPD basis set) on C46H50Br2Cl7LaN5O4SiTe as an isolated structure in a non-equilibrium geometry.

Summary:
LUMO energy, eV: 1.804
DFT total energy, hartree: -11316.5198
Orbital gap, eV: 6.60
Spin multiplicity: 1
Relative energy (zero: lowest compared OMol25 entry of this formula, charge and spin), kcal/mol: 0.3
Largest force on an atom, hartree/bohr: 0.0442
Total charge: -1
HOMO level, eV: -4.7995

Cartesian coordinates (Å):
La: -1.81586 1.21605 0.87403
C: -2.90394 3.83849 -3.02825
C: -4.24683 3.18813 -2.73375
N: -4.13311 2.06550 -1.81253
C: -5.10734 1.01125 -2.03608
C: -5.02572 -0.02898 -0.93337
N: -3.64509 -0.48326 -0.69499
C: -3.18129 -1.36913 -1.77484
C: -2.19168 -0.71210 -2.72833
C: -0.76274 -0.66514 -2.18263
N: -0.44417 0.59643 -1.49525
C: -0.18806 1.64966 -2.48364
C: -0.10379 3.01125 -1.83264
N: -1.31732 3.38300 -1.09882
C: -2.15778 4.36599 -1.80370
H: -3.07856 4.67428 -3.71323
H: -2.27404 3.12280 -3.56001
H: -4.66333 2.81765 -3.67555
H: -4.94790 3.94747 -2.35877
H: -4.23194 2.39486 -0.85565
H: -4.89845 0.55527 -3.01106
H: -6.14181 1.38533 -2.07457
H: -5.66780 -0.87963 -1.19740
H: -5.40013 0.40587 -0.01169
H: -3.67254 -1.03720 0.15495
H: -4.04416 -1.74338 -2.33961
H: -2.70356 -2.24010 -1.32676
H: -2.53670 0.30422 -2.93226
H: -2.19408 -1.26579 -3.67142
H: -0.05427 -0.81988 -3.00465
H: -0.60256 -1.48056 -1.47107
H: 0.42171 0.41848 -0.97376
H: -0.99227 1.62008 -3.21872
H: 0.74436 1.45559 -3.02053
H: 0.14798 3.76212 -2.59273
H: 0.71222 3.00341 -1.11257
H: -0.99831 3.87941 -0.26565
H: -1.52510 5.20522 -2.11938
H: -2.86816 4.76587 -1.07705
Br: 0.32426 0.67157 4.46028
C: -1.48933 0.44837 5.06368
Br: -2.50876 -0.54496 3.76134
H: -1.93298 1.43285 5.15604
H: -1.47464 -0.11585 5.98555
Cl: 4.72495 6.64287 0.85668
C: 3.38813 5.91080 1.68197
C: 3.16695 6.19163 3.01834
Cl: 4.22038 7.25640 3.88455
C: 2.06340 5.61645 3.66561
Cl: 1.71527 5.95702 5.32241
C: 1.22622 4.76546 2.97870
O: 0.14716 4.22263 3.54068
C: 1.45142 4.42901 1.62351
O: 0.60318 3.56972 1.11269
C: 2.53442 5.03934 0.98809
Cl: 2.79754 4.74510 -0.70349
C: 2.40273 -5.63295 1.65918
C: 1.64776 -4.34524 1.44670
C: 0.28175 -4.30401 1.30204
C: -0.43726 -3.10516 1.16480
C: -1.89283 -3.20589 0.95134
O: -2.70814 -2.36306 1.29289
C: -2.43071 -4.43464 0.25867
C: -1.78934 -4.98991 -0.84545
C: -2.35906 -6.06115 -1.51777
C: -3.56200 -6.59817 -1.07659
C: -4.20272 -6.04869 0.02618
C: -3.64489 -4.96148 0.68180
C: 0.22553 -1.84071 1.19390
O: -0.40612 -0.72095 1.14963
C: 1.65807 -1.90647 1.27735
C: 2.30926 -3.11518 1.41623
C: 2.50694 -0.67555 1.28671
N: 2.29747 0.18128 0.37221
C: 3.03875 1.42337 0.25542
C: 4.13824 1.33195 -0.81342
Te: 3.60690 1.60047 -2.86267
C: 2.94023 -0.35976 -3.29067
C: 2.45324 -0.60277 -4.57512
C: 1.98952 -1.86363 -4.92514
C: 2.00639 -2.89788 -3.99786
C: 2.48836 -2.65913 -2.71896
C: 2.95277 -1.39773 -2.36384
C: 3.52534 -0.61150 2.40406
C: 3.13658 -1.05206 3.66859
C: 4.00244 -0.99345 4.74884
C: 5.29852 -0.52982 4.57627
C: 5.71913 -0.13936 3.31430
C: 4.84049 -0.17806 2.23963
H: 1.73929 -6.49277 1.56330
H: 2.85208 -5.66791 2.65453
H: 3.21123 -5.74826 0.93379
H: -0.27444 -5.23543 1.31003
H: -0.85005 -4.56937 -1.18603
H: -1.86189 -6.47938 -2.38379
H: -4.00379 -7.43847 -1.59723
H: -5.14163 -6.46270 0.37131
H: -4.14615 -4.50620 1.52722
H: 3.39069 -3.10423 1.52240
H: 3.49025 1.74784 1.19866
H: 2.31619 2.18222 -0.02481
H: 4.64973 0.37264 -0.78485
H: 4.88018 2.11238 -0.63985
H: 2.42991 0.19655 -5.30848
H: 1.60946 -2.03637 -5.92498
H: 1.63873 -3.87972 -4.26929
H: 2.49310 -3.45067 -1.97792
H: 3.28404 -1.22797 -1.35098
H: 2.14028 -1.44767 3.80086
H: 3.66197 -1.31589 5.72492
H: 5.97861 -0.47989 5.41738
H: 6.73427 0.20503 3.16164
H: 5.20008 0.11483 1.26743
Cl: -1.94739 5.18692 1.54587
Si: -1.04881 3.46602 2.56034
Cl: -4.25288 1.83724 1.66752
Cl: -2.46979 3.62149 4.31915

- Which of these has the highest relative energy (zero: lowest compared OMol25 entry of this formula, charge and spin)?
  H42O21